# 1
Computed, not measured: a cluster of 16 separate species, C21H74O16 in total, with wB97M-V/def2-TZVPD.

Structure (XYZ):
```
111
C21H74O16, DFT wB97M-V/def2-TZVPD
H -2.33592 -1.96433 0.66650
H -5.15826 -2.24738 -0.09692
H -1.89255 -2.48171 3.06763
C 2.18870 4.08923 1.65996
H -4.61639 2.01827 3.08054
H 3.75137 -1.40578 -0.90775
O 0.43214 0.50245 1.04634
O -4.54638 -0.58607 -3.82862
C -3.82028 2.73444 2.87706
H -1.14765 2.95608 -2.63151
H -4.43175 -1.82022 -2.20425
C 2.23492 -2.44169 1.68135
O 4.86418 -0.78293 -2.28283
C -0.85748 5.40243 -0.37617
H 3.40395 0.31018 1.11909
H 3.66712 2.85858 1.94257
O -3.10579 3.13113 -1.87953
C -1.47347 -2.31930 4.06065
H -1.63050 1.85744 -1.31556
H 0.37800 -2.51609 -3.66537
H 1.56941 4.75377 2.26244
H 7.92058 -1.84694 -2.49248
C 1.08551 -0.74673 -4.50833
H -3.22593 3.69507 -2.64708
H 5.82272 1.65860 1.49936
C -2.64005 2.05547 2.08794
H -2.25964 1.59627 -2.95120
H 1.89794 2.01449 3.95401
C 5.82855 -1.72745 -2.59466
H 2.53488 4.63674 0.78333
H -0.72523 -0.54576 4.20669
C 0.95641 1.57896 4.28857
H -5.53896 -0.47101 1.69150
H 1.76411 -3.32085 2.12126
H 0.19912 2.34438 4.11903
H -0.59651 -0.22795 -3.79110
H 0.58730 -1.01494 -5.43997
H -5.54905 0.97004 -2.23293
O 3.42267 3.71926 2.29052
O -0.07899 -6.25056 0.46182
H -2.27667 -1.28004 -1.40119
H -0.79225 2.31673 1.72093
O -1.52691 -0.97598 4.51299
O 0.75722 0.30173 3.75498
H 0.79618 -6.44267 0.80644
O -1.49800 -1.56115 0.42791
H -5.55135 -0.04889 -0.77150
H 2.00705 -2.65620 -4.39204
O -1.53879 2.89323 1.89956
C -4.84793 -2.35556 0.94235
C 2.23510 2.11350 -2.04372
H -2.97185 1.72218 1.10462
H 2.97375 1.45925 -2.50681
H -4.06236 0.59399 -1.53203
H 0.90067 0.36063 2.80759
H 5.67538 0.10922 0.78300
H -1.74945 4.84220 -0.65661
H 7.29115 -0.77326 -1.17563
H 5.67028 -2.60282 -1.96477
C -0.56843 -4.98309 0.78365
H -1.56777 -4.86134 0.36578
H -4.29603 -1.23265 2.64967
C -4.60914 -1.03585 1.62433
H 1.95212 2.78480 -2.85450
H 0.95725 1.52336 5.37714
H 3.02939 -2.18648 2.38264
C -1.34328 -1.64352 -0.97135
H 2.05235 -0.31104 -4.76031
H 2.79350 2.59817 -1.24286
H -0.05555 -4.18560 0.24601
O -1.09274 5.57087 0.99138
H -5.30154 -0.15163 -4.23183
H -5.70617 -2.80463 1.44223
O -3.74751 -3.16852 1.07368
H 5.05253 -0.06910 -2.89648
H 5.17265 1.62957 -0.07143
C -5.04355 0.15556 -1.71408
H -2.09806 -2.93451 4.70836
H -0.46797 -2.73831 4.09924
H -4.00455 -3.97830 0.62670
H 1.61812 3.20833 1.36576
H -1.01205 6.35087 -0.89062
H 0.82400 0.88604 -2.16018
H -0.51125 -1.01581 -1.29043
H -4.20552 3.61209 2.35799
H -1.15359 -2.66716 -1.29430
H 7.31424 -0.19526 -2.81670
O 3.11631 -1.40120 -0.18784
H -3.85152 -0.39139 1.17848
O 3.84181 1.12120 1.38763
H 0.08371 4.92452 -0.64793
H 1.82201 -1.87042 -2.80203
C 5.16356 1.06826 0.86289
C 1.35409 -2.04267 -3.77131
H -0.06864 -0.27359 0.79492
H -0.55499 -4.87486 1.86817
C -5.03100 -1.01210 -2.62369
C 7.18493 -1.09303 -2.21223
C 2.75076 -2.67254 0.29264
H 1.37261 -1.77508 1.66885
H -6.04020 -1.38114 -2.80655
H 3.58546 -3.36169 0.16431
H 0.93525 0.72735 0.26370
H -2.36739 1.13727 2.60820
H 5.90967 -1.94390 -3.65986
C -1.96187 2.35471 -2.22718
O 1.07204 1.48616 -1.45312
O 0.30267 0.09234 -3.68861
H 2.06393 -3.05705 -0.46135
H -3.50017 3.13329 3.83962
H -1.53453 4.76708 1.27485
```

The value obtained for the HOMO energy is -9.08 eV. Its spin multiplicity is 1. The calculation puts the max |F| at 2.66 eV/A. Its energy above the lowest of the compared OMol25 structures with the same formula, charge and spin is 154.8 kcal per mole. The HOMO-LUMO gap comes out at 9.16 eV.

***

# 2
Computed, not measured: a cluster of 5 separate species, C17H41BrFN2O15S4 in total, with wB97M-V/def2-TZVPD.

Structure (XYZ):
```
81
C17H41BrFN2O15S4, DFT wB97M-V/def2-TZVPD
H 2.58672 -0.56218 5.64569
H 4.59751 6.75627 -3.83115
H -2.31610 3.45331 -4.06347
O 0.25268 2.73156 -3.43766
H -2.18059 -4.67694 -2.50792
O -2.85731 -3.55402 -0.16489
H 3.03076 0.91007 -2.73625
H -1.99339 -3.78487 9.02945
H -3.58539 -5.78033 -2.52862
H -0.35701 -3.58368 9.71352
H 2.32796 1.05164 -4.35048
H 2.02873 0.71036 0.33873
S -0.44547 2.21778 -4.75793
H 5.85930 6.57468 -1.64439
C 1.92799 -0.87824 6.45486
S 0.14666 -0.54898 0.85490
H -1.47096 -2.86099 2.08884
H -2.18706 3.30152 -5.84128
C 1.70810 -2.37428 6.37099
C 1.15806 0.88379 0.96789
C -4.79772 -3.34748 -2.81612
H -2.89074 -0.16628 2.44631
H 2.38673 -0.61175 7.40608
H 3.91801 4.06904 2.09604
H -2.30668 -1.16368 -3.48895
O -0.46051 -0.62610 -0.44406
N -3.78447 -4.04537 -3.73940
F -4.21597 -1.80933 -0.41519
C -2.20263 -0.82999 1.92746
H 0.50748 0.82642 -2.63728
C 1.06767 1.75706 -2.73190
H 3.08656 6.45428 -2.95494
H 4.31794 5.19688 -3.04998
O -0.95513 -0.09994 1.90036
H 2.77906 5.33666 1.55693
C -2.91611 -2.99853 -4.41782
C 3.82313 5.04441 1.62472
O 5.89203 4.72468 0.05101
H -2.30768 -3.53507 -5.13362
H 2.92456 2.49041 -3.52593
H -0.66354 -4.84350 8.47464
O 4.14161 6.35586 -0.49440
C -2.95803 -5.12422 -3.11169
H -3.08373 -2.59708 2.76222
H -3.60379 -2.34479 -4.93610
O 3.68695 3.95106 -0.74328
H 1.45896 1.01000 2.00390
C 4.16058 6.27043 -2.95917
S -0.57535 -2.68586 7.56223
C -2.01281 -2.20635 -3.46046
Br -4.84932 -4.87955 -5.12157
H -0.31931 -3.11725 -3.83194
H 2.65601 -2.90665 6.37815
C 4.79885 6.82035 -1.70097
N -4.77667 -3.71423 -1.46539
C -3.83237 -3.06719 -0.61958
C -0.92690 -3.85140 8.82859
O 0.99500 -2.89625 7.51784
H 0.99003 -0.33146 6.37105
O -0.68986 -2.23335 -3.92850
H -1.13056 4.44553 -4.97062
O -0.87062 -1.36820 8.02784
O -1.12651 -3.12614 6.31558
H -1.64947 -2.03002 3.63005
H -2.06472 -2.55388 -2.42870
H -2.52058 -5.70758 -3.91021
H 4.40496 5.78612 2.16326
C -2.09244 -2.15895 2.64307
O -1.07206 0.96362 -4.45446
O 0.46795 2.28478 -5.85179
H -2.56140 -0.94870 0.90543
C 2.41577 1.53857 -3.38046
H 0.59388 1.74210 0.61487
C -1.64613 3.49115 -4.91729
O -5.49231 -2.54222 -3.30809
H 4.70481 7.90245 -1.65808
H -4.76136 -4.71041 -1.29037
H 1.19859 2.17170 -1.73558
O 0.86000 -1.67574 1.36464
S 4.47410 4.88925 -0.00100
H 1.17510 -2.65477 5.46180
```

The value obtained for the HOMO energy is -12.20 eV. As for the total charge: +1. Its spin multiplicity is 1. The calculation puts the max |F| at 0.75 eV/A. The HOMO-LUMO gap comes out at 6.76 eV.

***

# 3
Computed, not measured: a structure of composition C35H47BCl2N8O4Ti, with wB97M-V/def2-TZVPD.

Structure (XYZ):
```
98
C35H47BCl2N8O4Ti, DFT wB97M-V/def2-TZVPD
H 1.65354 3.32560 -4.23068
H -0.67445 -0.20863 -5.57572
H -0.54581 2.48817 -2.37330
H 3.11018 2.98448 -3.29108
H -3.48131 -3.12632 1.37235
C 2.58061 -3.83918 0.37765
H 3.16211 -1.62342 5.21751
H 1.84021 1.29148 3.17032
N -0.10238 0.80359 2.18636
C 3.08854 2.99902 -0.23637
H 2.05484 -5.37334 1.83627
H 2.90926 5.05533 -2.00794
N 1.95459 1.53451 0.94473
H -0.43972 4.10234 -3.06574
Cl -5.90016 -0.41253 -4.28370
C 0.23085 -0.24921 -3.65495
H -1.80426 -2.58395 1.23998
H 3.80149 -5.10286 1.67714
C -2.11564 -1.30177 -1.95955
H -1.15042 3.10374 4.40578
N 1.95858 -1.50805 1.13259
H 1.76610 -0.55626 5.01223
H 0.86756 0.62651 -5.48241
C -2.66124 -2.23986 -2.79424
C 2.48276 -2.72576 1.38911
B 1.42437 0.78505 2.17215
H -5.41270 1.81588 -2.78293
H -4.78714 0.46598 1.89191
H -0.60410 3.92265 -1.31905
H -2.69697 -2.01026 3.77716
C 3.75144 -3.54348 -0.57543
C 2.71916 -0.86149 4.58106
H -2.97846 1.30715 3.57752
C -4.45411 -0.73471 -3.39578
C 1.84898 2.77040 -0.84127
C -3.56219 -1.53232 3.31381
N 1.16284 1.85359 -0.13339
O 0.01562 0.52002 -2.56978
H 1.45175 5.49166 -2.88518
H 3.83615 2.48175 2.88519
N -2.12331 0.83752 -1.01100
C -4.47597 -0.39454 1.29676
C 1.37365 3.48874 -2.08907
C -0.32399 2.57445 3.93648
C -3.92854 0.26549 -2.53530
C -2.09724 -0.04570 2.04351
C -2.84203 -2.29414 1.07468
C -2.68994 1.99804 -0.77422
H 1.11849 -3.17488 -1.13541
H 1.82163 1.78276 -3.37600
H 4.69154 -3.45906 -0.02774
O 1.95812 -0.78727 -1.04465
C -0.07027 0.45063 -4.95436
H 4.44521 1.02928 2.08778
C -2.75016 -0.04306 -1.84338
C 2.02804 2.84927 -3.32229
H 3.58421 -2.62441 -1.13492
H 5.06317 2.61584 1.62134
H 3.86350 3.67014 -0.56029
H 1.32041 -4.90981 -0.98917
C -0.85938 1.49813 3.05404
C -3.89441 2.37936 -1.38914
H -4.37127 -2.26230 3.26637
H -3.88500 -0.71418 3.95649
C 2.85668 -5.14239 1.13300
C 1.27481 -3.98110 -0.41946
C -2.14000 0.99703 2.97757
N 1.97309 -0.69966 2.22282
H -2.99178 -2.14777 0.01037
Cl -1.93158 -3.78354 -2.93901
O 0.61539 -1.38649 -3.58079
C -3.22442 -1.05478 1.88596
H 0.27301 3.29188 3.37344
H 0.30715 2.16313 4.72532
H 2.92521 -5.95973 0.41604
H -0.57684 1.39932 -4.79643
C 3.11499 2.20776 0.88932
H -2.17770 2.65971 -0.08696
C 2.53084 -1.40596 3.20862
H -5.29864 -1.11195 1.28807
H 3.30836 -3.46887 3.28913
C -4.49769 1.53232 -2.28066
C 4.17246 2.07416 1.93053
H 0.40496 -4.03548 0.23904
C -3.83594 -1.94458 -3.52204
H 3.84467 -4.36238 -1.28979
N -0.86455 -0.12290 1.50997
H -4.24793 -2.70045 -4.17567
O -1.02979 -1.48624 -1.19886
C -0.14951 3.48733 -2.21192
H -4.31899 3.34634 -1.16195
C 1.82475 4.95740 -2.01031
N 1.33234 -0.99227 0.04272
H 3.37558 0.00871 4.56889
H -4.31528 -0.06189 0.27112
H 1.43131 5.44689 -1.11778
Ti -0.08252 0.02307 -0.76544
C 2.86065 -2.67243 2.72228
```

The value obtained for the HOMO energy (spin up / spin down) is -10.97 / -10.97 eV. As for the total charge: +1. Its spin multiplicity is 2. The calculation puts the max |F| at 0.44 eV/A. Its energy above the lowest of the compared OMol25 structures with the same formula, charge and spin is 0.0 kcal per mole. Its expectation value of S² is 0.76. The HOMO-LUMO gap (spin up / spin down) comes out at 7.51 / 7.13 eV.